{
  "formula": "CH6BLaN3OP2S",
  "method": "wB97M-V/def2-TZVPD",
  "mol_weight_da": 319.812,
  "total_charge": 3,
  "multiplicity": 1,
  "orbital_gap_ev": 2.7841,
  "largest_force_ev_per_a": 2.95,
  "elements": ["N", "La", "S", "N", "H", "P", "H", "H", "H", "H", "H", "P", "B", "C", "O", "N"],
  "coordinates": [[-2.6923, 0.2669, 0.8306], [-0.8934, -4.3570, -3.2255], [0.5831, -3.4699, -1.1394], [2.4726, 1.8502, 0.4500], [-2.8574, 0.1658, 1.8289], [1.8639, 0.4769, 0.9887], [2.7451, -0.5979, 0.7202], [1.6792, 0.5892, 2.3867], [-1.4006, 2.9530, -0.8593], [3.3692, 1.6717, -0.0012], [-2.4988, -0.6294, 0.4042], [-1.3876, 1.3080, 0.5491], [0.1960, 0.2301, 0.0496], [0.5135, -1.7966, -1.0608], [-1.7360, 2.0424, -0.8285], [0.0435, -0.7034, -1.0935]]
}